No. 1
{
  "formula": "C2H5N2O2",
  "method": "ωB97M-V/def2-TZVPD",
  "homo_ev": -15.4,
  "homo_lumo_gap_ev": 10.985,
  "lumo_energy_ev": -4.4,
  "relative_energy_ev": 2.608,
  "total_energy_ha": -338.81147,
  "charge": 1,
  "species": ["C", "C", "N", "N", "O", "O", "H", "H", "H", "H", "H"],
  "coordinates": [[-0.0279, -0.1538, 0.2552], [0.0083, 0.5450, -1.1163], [-0.6015, 0.5612, 1.1989], [0.2331, -1.4010, 0.4255], [0.9563, 1.4825, -1.2349], [1.1185, 0.2493, -1.8965], [-0.9365, 0.6507, -1.7133], [-0.6090, 1.5842, 1.0273], [-0.7775, 0.3584, 2.2240], [0.4439, -2.0120, -0.4521], [0.1923, -1.8645, 1.2822]]
}

***

No. 2
{
  "formula": "C2HBrIN",
  "method": "ωB97M-V/def2-TZVPD",
  "homo_ev": [-9.1, -9.1],
  "homo_lumo_gap_ev": [7.293, 7.293],
  "lumo_energy_ev": [-1.8, -1.8],
  "relative_energy_ev": 1.995,
  "total_energy_ha": -3003.16496,
  "species": ["C", "C", "N", "Br", "I", "H"],
  "coordinates": [[0.6563, 1.1179, 1.5112], [0.1173, 1.1449, 0.2541], [1.0380, 1.1480, 2.5998], [-3.1002, -0.7595, 0.0160], [-1.7909, 1.3175, 0.0858], [0.7468, 0.8634, -0.4938]]
}

***

| no. | largest force on an atom (eV Å⁻¹) |
| --- | --- |
| 1 | 5.10 |
| 2 | 2.78 |